13 unconnected molecules or ions with the total composition C13H52N26O13 in a non-equilibrium geometry, computed with wB97M-V/def2-TZVPD.

## Properties
E_HOMO ... -8.130 eV
ΔE to the lowest compared entry with this formula, charge and spin ... 7.142 eV
Lowest unoccupied orbital energy ... -0.085 eV
Orbital gap ... 8.045 eV

Structure (XYZ):
```
104
Properties=species:S:1:pos:R:3:forces:R:3:lowdin_charge:R:1
C 12.58392 7.29901 14.01473 -0.244 0.660 0.769 -0.7058
O 12.19073 8.28398 14.64311 -0.419 0.078 -0.499 0.0015
N 11.80360 6.21710 13.81198 0.072 -0.644 -0.156 0.1658
N 13.81275 7.25427 13.47831 -0.074 -0.248 -0.348 0.1792
H 10.85745 6.21795 14.14290 0.118 -0.183 0.168 0.1074
H 12.20966 5.41884 13.35551 -0.501 -0.104 -0.081 0.1041
H 14.25155 6.38994 13.20650 0.201 0.150 -0.146 0.1154
H 14.32456 8.12428 13.44823 -0.024 -0.652 0.587 0.0613
C 13.61784 10.97284 8.44791 -0.527 0.134 0.583 -0.6166
O 14.21923 10.02522 8.97666 0.201 1.772 0.165 -0.0317
N 14.03711 11.70809 7.40027 0.227 -0.302 -0.695 0.1863
N 12.45523 11.45677 8.96991 -0.672 -0.588 1.353 0.1681
H 13.27595 12.23816 7.01073 0.411 0.300 -0.421 0.1036
H 14.70866 11.30543 6.76241 -0.048 -0.061 0.059 0.1138
H 11.64894 11.82386 8.49485 0.553 0.240 -0.694 0.1021
H 12.17401 11.03220 9.84367 0.110 -0.171 0.245 0.0469
C 18.08737 5.82518 13.57170 -0.328 -0.397 0.606 -0.6593
O 17.12364 5.22765 13.10060 0.378 0.189 -0.093 0.0299
N 19.27160 5.26048 13.93750 -0.717 -0.900 0.437 0.1723
N 18.14876 7.15995 13.80133 0.365 -1.851 1.582 0.0745
H 20.04598 5.87205 14.09581 0.421 -0.407 -0.054 0.0977
H 19.39421 4.27113 13.80680 0.278 0.129 -0.102 0.1172
H 17.45696 7.85526 13.56908 -0.296 -1.026 2.124 0.0307
H 18.82884 7.49048 14.46164 -1.716 -1.515 0.819 0.0824
C 19.97937 9.76349 12.83490 0.154 -0.016 0.349 -0.6296
O 20.33605 9.24012 11.77164 0.092 0.063 -0.135 -0.0223
N 19.55696 9.03662 13.88487 0.980 0.770 0.047 0.1504
N 19.94551 11.09857 13.03945 0.431 0.467 -0.742 0.1879
H 19.32506 9.47292 14.78226 0.666 0.235 0.132 0.0636
H 19.67475 8.03932 13.82558 1.407 1.710 -1.127 0.0640
H 19.76901 11.49019 13.95000 0.128 -0.235 0.168 0.0857
H 20.49061 11.62252 12.37382 -0.295 0.149 -0.033 0.1074
C 18.10480 11.78893 10.21552 -0.789 -0.141 0.052 -0.7022
O 19.21086 11.80077 9.67284 -0.417 -0.334 0.306 0.0079
N 17.10061 10.95975 9.88348 0.904 -1.169 -1.670 0.1782
N 17.79316 12.58730 11.25976 1.414 1.615 0.543 0.1458
H 17.43078 10.25685 9.23197 -0.830 -0.109 0.033 0.0705
H 16.12759 10.97919 10.12302 0.110 0.236 0.273 0.0707
H 18.52810 13.28015 11.31868 -0.448 0.265 0.532 0.1027
H 16.86816 12.86449 11.53218 -0.099 -0.200 -0.193 0.0986
C 10.35650 10.16947 11.88245 -0.397 -0.514 0.539 -0.6678
O 11.53055 10.43981 11.59018 -1.182 -0.163 -0.226 0.0033
N 9.98313 9.24472 12.78607 0.622 -0.465 0.335 0.1849
N 9.22560 10.70359 11.30846 1.591 0.893 -1.392 0.1507
H 9.03890 8.91853 12.70910 0.057 -0.313 0.288 0.1065
H 10.69436 8.65487 13.19851 -0.013 0.211 0.491 0.0653
H 9.43469 11.14867 10.42955 -0.691 0.386 0.159 0.1014
H 8.29538 10.61390 11.66538 0.009 -0.018 -0.034 0.1031
C 18.49242 7.72592 8.53862 -0.184 -0.926 -0.839 -0.6407
O 17.39316 8.18800 8.88225 0.066 -0.367 -0.036 -0.0467
N 19.62550 8.42484 8.63271 0.132 1.120 0.335 0.2006
N 18.69371 6.49022 7.97042 -0.082 0.620 0.325 0.1769
H 19.54207 9.37356 8.97880 0.391 -0.046 0.178 0.0938
H 20.53252 8.01006 8.52106 0.003 0.055 0.114 0.1133
H 19.56858 6.43572 7.48180 -0.119 -0.591 -0.156 0.0987
H 17.94594 5.86865 7.71665 -0.136 0.210 0.058 0.1134
C 16.90726 7.96272 16.87358 0.241 0.235 -0.538 -0.6274
O 17.68544 8.90839 17.03199 -0.055 -3.579 2.610 -0.0224
N 16.03562 7.84226 15.84354 0.157 0.202 1.902 0.1695
N 16.86993 6.89523 17.70220 0.035 -0.045 0.696 0.1549
H 16.07485 8.48166 15.06652 -0.311 -0.590 1.125 -0.0117
H 15.44314 7.03516 15.79304 -0.112 0.084 -0.159 0.1015
H 17.47193 6.96410 18.50399 0.025 -0.569 -0.093 0.1055
H 16.50094 6.04771 17.31415 0.186 -0.330 0.590 0.0948
C 11.06418 6.76788 9.75145 0.937 -2.215 0.160 -0.7214
O 11.05359 5.61937 9.30174 -0.291 0.998 -0.090 0.0177
N 12.03486 7.20886 10.56394 0.698 0.823 0.875 0.1723
N 10.12885 7.70346 9.51844 -1.097 0.220 -0.855 0.1681
H 12.85183 6.66842 10.78263 -0.128 -0.076 -0.146 0.1045
H 11.96092 8.15266 10.90814 0.502 0.010 0.099 0.0630
H 10.06208 8.49592 10.13340 -0.384 -0.064 -0.262 0.0575
H 9.35153 7.33930 8.99034 -0.211 0.469 0.221 0.1134
C 16.19489 8.67888 12.43772 -0.012 -0.963 -4.442 -0.5457
O 16.06713 8.55052 13.66024 -0.471 2.375 -2.401 -0.0900
N 15.25830 9.08066 11.54982 -1.386 0.879 0.362 0.1973
N 17.25630 8.21201 11.73892 -0.421 0.705 0.012 0.2090
H 14.31709 9.37639 11.75725 0.145 0.087 0.445 0.1038
H 15.41025 8.97311 10.56051 0.156 -0.057 -0.001 0.0694
H 17.19138 8.09760 10.72869 0.240 0.216 0.259 0.0773
H 17.91686 7.73026 12.32471 0.797 -0.014 -1.599 0.0199
C 14.54602 7.37786 6.74529 -0.756 -1.869 -0.051 -0.6901
O 14.34966 6.32747 6.13628 0.007 0.749 0.024 0.0112
N 13.83921 7.78806 7.83128 0.091 -0.750 -0.897 0.1644
N 15.55088 8.25739 6.47950 1.098 1.112 -0.132 0.1343
H 13.02621 7.22479 8.01700 -0.090 0.298 0.276 0.0859
H 13.99746 8.76544 8.08030 -0.716 -0.904 0.424 0.0154
H 15.99666 8.48810 7.36271 0.387 0.308 -0.298 0.0532
H 16.20027 7.99893 5.75393 -0.090 -0.299 0.071 0.0974
C 18.18127 10.91713 16.30695 0.600 -1.325 -2.166 -0.6833
O 19.36954 10.65754 16.02925 -0.609 1.063 -0.029 -0.0218
N 17.83831 11.71645 17.31806 0.225 0.625 0.103 0.1794
N 17.15264 10.39874 15.58462 -0.326 3.781 -1.390 0.1330
H 16.95859 11.55200 17.77217 0.248 0.432 0.409 0.1108
H 18.64192 12.20642 17.67547 -0.481 -0.103 0.803 0.1175
H 17.27684 9.88311 14.72976 -0.002 0.178 0.350 0.0755
H 16.24825 10.62081 15.96003 -0.265 -0.338 -0.679 0.1160
C 21.02194 5.75148 11.43614 0.997 -0.525 -0.755 -0.7094
O 21.38766 4.58140 11.51424 -0.309 0.286 0.337 0.0036
N 19.75500 6.16018 11.26234 -0.469 0.388 -0.300 0.1656
N 21.89490 6.79918 11.40018 1.009 0.313 0.164 0.1557
H 19.01881 5.47845 11.21350 -0.101 0.182 0.019 0.1111
H 19.62870 7.16399 11.28273 -0.493 -0.132 -0.138 0.0587
H 22.86672 6.62646 11.58579 -0.104 -0.262 -0.018 0.1004
H 21.61130 7.76618 11.34180 -0.329 -0.011 0.218 0.0522
```
Forces are in eV/Å.

A molecular structure, C13H5F8IrN2O4Se in a non-equilibrium geometry, computed with wB97M-V/def2-TZVPD.

## Properties
E_HOMO (alpha / beta) ... -12.167 / -12.504 eV
Multiplicity ... 2
ΔE to the lowest compared entry with this formula, charge and spin ... 1.376 eV
Total charge ... +1
Lowest unoccupied orbital energy (alpha / beta) ... -5.613 / -5.755 eV
Orbital gap (alpha / beta) ... 6.554 / 6.749 eV
Expectation value of S² ... 0.770

Structure (XYZ):
```
34
Properties=species:S:1:pos:R:3:forces:R:3:lowdin_charge:R:1
Ir 0.67085 -0.59708 0.65465 -1.459 0.641 0.445 1.3455
C 4.00252 -2.30559 0.47417 0.017 -0.009 -0.030 0.0346
C 3.76392 -0.85137 0.32900 0.009 -0.035 0.105 -0.2822
N 2.59496 -0.22428 0.40061 0.043 -0.063 -0.330 -0.0322
C 2.80881 1.12749 0.18963 -0.041 0.019 0.046 -0.1054
C 4.13648 1.32327 0.00924 -0.048 0.087 0.026 -0.0335
N 4.70458 0.07949 0.10318 0.023 -0.023 -0.022 0.2189
C 5.01105 2.51567 -0.22062 -0.014 0.004 -0.035 -0.4572
O 4.41515 3.68200 -0.35613 0.000 0.011 0.058 0.1838
O 6.19578 2.34276 -0.27562 -0.001 -0.017 -0.028 0.1602
C 1.62413 2.00842 0.20634 0.241 -0.409 -0.206 -0.4812
O 1.64814 3.19422 0.03461 0.008 0.047 0.078 0.1668
O 0.50017 1.30834 0.42367 0.380 0.277 -0.134 -0.3069
H 3.11177 -2.79882 0.85723 -0.005 0.010 -0.006 0.0850
H 4.82578 -2.48990 1.16331 0.001 -0.007 -0.006 0.1039
H 4.25285 -2.74734 -0.49101 -0.002 -0.003 -0.001 0.1082
H 5.70406 -0.06267 0.00873 0.000 -0.003 0.017 0.1970
H 3.44053 3.64839 -0.24063 0.010 -0.017 -0.028 0.0974
F -7.78179 -1.11328 -0.25200 0.009 0.005 0.002 0.1812
C -6.56421 -0.64813 -0.08106 0.016 0.010 -0.002 -0.1077
C -6.31321 0.70909 -0.25009 0.040 -0.031 0.002 -0.1327
F -7.30106 1.52406 -0.58111 -0.003 0.003 -0.002 0.1589
C -5.03102 1.18539 -0.07207 -0.076 0.063 -0.013 -0.2500
F -4.81392 2.47940 -0.24160 0.022 -0.009 0.007 0.1109
C -3.97101 0.33533 0.27981 0.131 -0.107 0.073 -0.4954
Se -2.26517 1.02784 0.51840 0.264 -0.439 0.085 1.0534
C -4.26515 -1.02562 0.44552 -0.043 -0.083 -0.001 -0.2439
F -3.30473 -1.87719 0.78792 -0.011 0.016 0.022 0.0870
C -5.53700 -1.52097 0.26739 0.009 0.041 -0.010 -0.1340
F -5.79433 -2.81094 0.42269 -0.001 -0.003 0.011 0.1536
F -0.86774 -2.42156 -0.26704 0.134 -0.029 -0.214 0.0622
C 0.02405 -1.61950 -0.91666 0.343 -0.084 0.047 -0.7011
F 0.95954 -2.41101 -1.45077 0.022 0.049 -0.009 0.1112
F -0.58478 -0.96593 -1.87969 -0.016 0.088 0.053 0.1436
```
Forces are in eV/Å.